No. 1
The following is a quantum chemistry calculation of CH2NaO4 as an isolated structure in a non-equilibrium geometry, from OMol25.

Structure (XYZ):
```
8
Properties=species:S:1:pos:R:3:nbo_charge:R:1
O 1.065 -1.193 -0.193 -0.99
C 1.549 0.000 -0.148 0.95
O 2.741 0.231 0.164 -0.82
O 0.711 1.015 -0.266 -0.86
Na -1.101 -1.820 0.040 0.96
H -0.662 0.745 -0.151 0.52
O -1.928 0.244 -0.052 -1.21
H -2.375 0.777 0.606 0.44
```

Summary:
gap between HOMO and LUMO: 4.7791 eV
charge: -1
E_HOMO: -0.10525 hartree

No. 2
The following is a quantum chemistry calculation of a 2-piece molecular cluster, CH2O2S overall in a non-equilibrium geometry, from OMol25.

Structure (XYZ):
```
6
Properties=species:S:1:pos:R:3:nbo_charge:R:1
C -0.576 -0.363 -0.399 -0.67
O -2.920 -1.139 -0.022 -0.85
O -2.748 1.343 -0.098 -0.82
S -2.150 0.050 0.090 2.00
H 0.690 0.690 0.358 0.16
H -0.301 -1.244 -0.042 0.17
```

Summary:
relative energy (zero: lowest compared OMol25 entry of this formula, charge and spin): 6.483 eV
gap between HOMO and LUMO (alpha / beta): 8.8613 / 8.8629 eV
E_HOMO (alpha / beta): -0.38516 / -0.38520 hartree

No. 3
The following is a quantum chemistry calculation of one molecule with the formula CH2O2S in a non-equilibrium geometry, from OMol25.

Structure (XYZ):
```
6
Properties=species:S:1:pos:R:3:nbo_charge:R:1
C -0.859 -0.151 0.170 0.26
O -1.808 0.355 0.657 -0.46
O 1.489 -0.316 0.664 -0.98
S 0.824 0.689 -0.103 1.00
H 1.241 0.648 -1.415 0.02
H -0.888 -1.225 0.029 0.15
```

Summary:
relative energy (zero: lowest compared OMol25 entry of this formula, charge and spin): 3.132 eV
gap between HOMO and LUMO: 9.3576 eV
E_HOMO: -0.34811 hartree

No. 4
The following is a quantum chemistry calculation of CH2O2S2 as an isolated structure in a non-equilibrium geometry, from OMol25.

Structure (XYZ):
```
7
Properties=species:S:1:pos:R:3:nbo_charge:R:1
C -0.049 -0.801 -0.257 -0.76
O 1.518 1.270 -0.096 -0.81
O -2.442 -0.252 0.067 -0.93
S 1.595 -0.338 -0.031 0.66
S -1.107 0.401 0.043 1.07
H 1.038 1.505 0.673 0.48
H -0.553 -1.785 -0.400 0.30
```

Summary:
relative energy (zero: lowest compared OMol25 entry of this formula, charge and spin): 1.799 eV
gap between HOMO and LUMO (alpha / beta): 7.9546 / 7.9561 eV
E_HOMO (alpha / beta): -0.31487 / -0.31491 hartree

No. 5
The following is a quantum chemistry calculation of a 2-piece molecular cluster, CH2O2S2 overall in a non-equilibrium geometry, from OMol25.

Structure (XYZ):
```
7
Properties=species:S:1:pos:R:3:nbo_charge:R:1
C 0.994 0.128 0.420 -0.77
O 3.312 -1.374 0.305 -0.86
O 3.355 1.116 -0.181 -0.88
S 0.434 1.641 0.182 0.24
S 2.646 -0.170 -0.129 1.88
H 0.407 -1.344 -0.116 0.26
H -0.671 1.368 -0.600 0.14
```

Summary:
relative energy (zero: lowest compared OMol25 entry of this formula, charge and spin): 4.675 eV
gap between HOMO and LUMO (alpha / beta): 7.6091 / 7.6085 eV
E_HOMO (alpha / beta): -0.33560 / -0.33561 hartree

No. 6
The following is a quantum chemistry calculation of a 2-piece molecular cluster, CH2O2S3 overall in a non-equilibrium geometry, from OMol25.

Structure (XYZ):
```
8
Properties=species:S:1:pos:R:3:nbo_charge:R:1
C -0.328 0.158 0.421 -0.73
O 1.986 -0.598 -0.803 -0.86
O 0.222 0.243 -2.267 -0.85
S -0.802 -1.490 -0.030 0.00
S 0.242 0.533 1.980 0.19
S 0.635 -0.185 -0.980 2.07
H -1.296 1.565 -0.780 0.06
H -0.660 -0.227 2.458 0.12
```

Summary:
relative energy (zero: lowest compared OMol25 entry of this formula, charge and spin): 5.242 eV
gap between HOMO and LUMO (alpha / beta): 8.3836 / 8.0032 eV
E_HOMO (alpha / beta): -0.36198 / -0.32784 hartree